Here is an isolated ion of composition C2H7BNO2 and charge +1 at a distorted geometry from the OMol25 dataset. Energies are from wB97M-V/def2-TZVPD.

As for the net charge: +1. The total energy is -8443.841 eV. The SMILES is [NH3+]/C=C/B(O)O. The value obtained for the HOMO-LUMO gap is 0.4275 Eh. The value obtained for the maximum force is 5.1 eV Å⁻¹. The multiplicity is 1.

Element x y z (Å)
B: -2.009 0.069 0.137
C: -0.391 -0.281 0.470
C: 0.571 -0.086 -0.408
N: 1.933 -0.123 0.015
O: -2.128 0.532 -1.125
O: -2.851 -0.162 1.078
H: -0.046 -0.433 1.511
H: 0.447 0.121 -1.383
H: 2.324 0.728 -0.214
H: 2.516 -0.907 -0.377
H: 1.852 -0.109 1.021
H: -3.026 0.794 -1.451
H: -3.680 0.351 0.909